ORCA calculation (the ωB97M-V functional and the def2-TZVPD basis) on C49H39GaN2O4P2SSi as an isolated structure.

Positions of all 99 atoms, in Å:
Ga (-0.064, -0.087, -0.343)
C (2.520, -2.119, -0.762)
Si (2.323, -0.375, -0.120)
C (3.244, -0.243, 1.518)
C (4.616, -0.540, 1.477)
C (5.402, -0.474, 2.614)
C (4.834, -0.098, 3.828)
C (3.482, 0.190, 3.889)
C (2.682, 0.110, 2.746)
P (0.907, 0.548, 2.738)
C (0.159, -0.347, 4.133)
C (0.735, -1.471, 4.721)
C (0.036, -2.206, 5.671)
C (-1.248, -1.833, 6.038)
C (-1.841, -0.730, 5.438)
C (-1.148, 0.000, 4.487)
C (1.024, 2.293, 3.293)
C (0.580, 2.787, 4.514)
C (0.677, 4.143, 4.805)
C (1.219, 5.021, 3.879)
C (1.672, 4.537, 2.657)
C (1.569, 3.187, 2.368)
C (3.129, 0.883, -1.303)
C (4.243, 1.639, -0.916)
C (4.851, 2.533, -1.785)
C (4.356, 2.709, -3.070)
C (3.236, 2.000, -3.468)
C (2.625, 1.096, -2.600)
P (1.066, 0.260, -3.031)
C (0.069, 1.657, -3.663)
C (-0.285, 2.629, -2.725)
C (-1.093, 3.696, -3.078)
C (-1.565, 3.805, -4.381)
C (-1.215, 2.848, -5.320)
C (-0.402, 1.778, -4.964)
C (1.422, -0.788, -4.466)
C (2.720, -1.097, -4.866)
C (2.939, -2.020, -5.882)
C (1.867, -2.641, -6.503)
C (0.570, -2.351, -6.098)
C (0.348, -1.444, -5.075)
H (3.576, -2.370, -0.896)
H (2.015, -2.243, -1.723)
H (2.070, -2.820, -0.057)
H (5.075, -0.845, 0.541)
H (6.457, -0.714, 2.556)
H (5.446, -0.026, 4.718)
H (3.038, 0.496, 4.829)
H (1.729, -1.787, 4.431)
H (0.499, -3.074, 6.123)
H (-1.790, -2.405, 6.780)
H (-2.853, -0.446, 5.699)
H (-1.630, 0.840, 3.998)
H (0.159, 2.113, 5.251)
H (0.328, 4.512, 5.761)
H (1.288, 6.077, 4.106)
H (2.102, 5.214, 1.929)
H (1.934, 2.818, 1.413)
H (4.641, 1.539, 0.087)
H (5.713, 3.099, -1.454)
H (4.830, 3.406, -3.749)
H (2.817, 2.157, -4.456)
H (0.089, 2.566, -1.707)
H (-1.360, 4.438, -2.337)
H (-2.206, 4.632, -4.659)
H (-1.575, 2.932, -6.338)
H (-0.132, 1.041, -5.710)
H (3.564, -0.612, -4.390)
H (3.951, -2.253, -6.185)
H (2.041, -3.358, -7.295)
H (-0.270, -2.845, -6.571)
H (-0.662, -1.253, -4.730)
S (-1.946, 0.646, 0.779)
C (-2.267, -1.114, 0.475)
C (-3.724, -1.639, 0.526)
C (-3.870, -3.062, 0.957)
C (-2.952, -4.023, 1.023)
C (-1.519, -3.958, 0.738)
N (-0.656, -3.025, 0.709)
H (-4.609, 0.278, 0.883)
H (-4.898, -3.361, 1.147)
H (-3.295, -5.024, 1.255)
H (-1.043, -4.914, 0.527)
O (-1.295, -0.933, -1.721)
C (-2.321, -1.232, -1.005)
O (-1.083, -1.724, 1.074)
C (-3.660, -1.523, -1.014)
C (-4.716, -1.504, -1.956)
C (-6.039, -1.514, -1.663)
C (-6.666, -1.477, -0.363)
C (-6.159, -1.182, 0.845)
C (-4.775, -0.753, 1.204)
N (-7.122, -1.255, 1.970)
O (-8.268, -1.603, 1.754)
O (-6.722, -0.904, 3.067)
H (-4.433, -1.481, -3.003)
H (-6.727, -1.563, -2.497)
H (-7.728, -1.693, -0.356)
H (-4.655, -0.780, 2.285)

Multiplicity: 1
E_HOMO, eV: -7.44
E_tot, eV: -152277.9709
Gap between HOMO and LUMO, eV: 7.117